The following is a DFT calculation (ωB97M-V/def2-TZVPD) of a cluster of 9 separate species, C4H28N2O8 in total in a non-equilibrium geometry.

Properties
HOMO energy in eV: -9.72
Maximum force in Eh/bohr: 0.07126
Relative energy (zero: lowest compared OMol25 entry of this formula, charge and spin) in kcal per mole: 93.2
Total charge: 0
Structure (SMILES): CC(C)NCN.O.O.O.O.O.O.O.O
E_tot in Eh: -880.51765
Orbital gap in eV: 10.0
LUMO level in Eh: 0.0087

Each line ends with the natural charge from an NBO analysis.
Geometry (Å):
O (0.988, 3.020, -2.580)  -0.939
O (-1.156, -2.743, -4.368)  -0.968
O (2.978, -0.039, -0.914)  -0.945
O (-1.447, 0.623, -4.376)  -0.953
O (-2.754, 0.046, 0.052)  -1.053
O (-1.971, -2.297, -1.670)  -0.947
O (-2.510, -3.207, 1.422)  -0.915
O (0.146, 0.427, -1.599)  -0.991
N (0.710, 0.760, 1.166)  -0.687
N (0.040, -1.536, 0.626)  -0.910
C (0.730, 1.594, 2.498)  -0.036
C (1.124, -0.633, 1.353)  -0.072
C (2.262, 1.605, 2.877)  -0.657
C (-0.129, 1.083, 3.640)  -0.629
H (2.158, -0.523, -0.811)  0.473
H (-2.512, 0.529, 0.815)  0.524
H (-1.584, -3.353, 1.585)  0.473
H (-1.493, -2.296, -0.827)  0.472
H (-3.039, -0.768, -0.287)  0.530
H (0.015, -0.025, 3.785)  0.210
H (-2.303, 0.925, -4.083)  0.464
H (0.200, -1.235, -0.371)  0.375
H (3.639, -0.391, -0.292)  0.482
H (-1.549, -2.841, -3.453)  0.477
H (-1.518, -1.807, -4.646)  0.480
H (-0.777, -1.102, 1.057)  0.366
H (0.386, 2.594, 2.179)  0.207
H (2.364, 2.381, 3.663)  0.215
H (1.618, 3.122, -3.307)  0.469
H (1.020, 0.774, -1.625)  0.491
H (-1.231, 1.220, 3.312)  0.212
H (0.228, 3.411, -3.018)  0.471
H (1.197, -0.796, 2.405)  0.188
H (-0.277, 0.819, -0.800)  0.514
H (0.113, 1.605, 4.551)  0.230
H (-1.078, 0.393, -3.473)  0.488
H (-2.408, -2.656, 0.645)  0.443
H (-1.328, -1.705, -2.104)  0.482
H (2.038, -0.806, 0.830)  0.163
H (2.866, 1.846, 2.021)  0.208
H (1.529, 1.152, 0.654)  0.375
H (2.714, 0.829, 3.471)  0.220

Cartesian forces (eV/Å) of the 2 atoms listed first:
O 0.33 0.39 -0.68
O -1.68 2.73 0.72